This record from the OMol25 dataset describes the ion C2H3N2O2 with charge -1 in a non-equilibrium geometry. The level of theory is ωB97M-V/def2-TZVPD.

```
! wB97M-V def2-TZVPD RIJCOSX def2/J DEFGRID3
* xyz -1 1
C -0.614 -0.941 0.962
C -0.042 0.714 -0.835
N 1.164 0.675 -0.041
N 0.238 -0.508 -0.187
O 0.044 -1.343 1.907
O -1.795 -0.951 0.737
H -0.673 1.278 -0.205
H -0.317 0.813 -1.922
H 1.994 0.262 -0.417
*
```

Its highest occupied orbital energy is -4.11 eV. The calculation puts the energy relative to the best compared isomer or geometry (same formula, charge and spin) at 0.767 eV. For the HOMO-LUMO gap, the calculation gives 8.54 eV. The LUMO energy is 4.430 eV.

Atom-resolved charges from Löwdin, all expressed in e: -0.8518 -0.2701 0.0205 -0.0495 -0.0566 -0.0276 0.0760 0.1049 0.0542

This record from the OMol25 dataset describes a cluster of 2 separate species, CH2ClNS in total in a non-equilibrium geometry. The level of theory is ωB97M-V/def2-TZVPD.

```
! wB97M-V def2-TZVPD RIJCOSX def2/J DEFGRID3
* xyz 0 1
C -1.454 1.212 -0.523
N 1.042 -0.256 0.254
S -2.438 0.982 0.599
Cl 1.725 -1.689 -0.389
H 0.173 -0.720 0.491
H 0.951 0.471 -0.431
*
```

Its highest occupied orbital energy is -9.50 eV. The calculation puts the energy relative to the best compared isomer or geometry (same formula, charge and spin) at 3.217 eV. For the HOMO-LUMO gap, the calculation gives 9.05 eV. The LUMO energy is -0.454 eV.

Atom-resolved charges from Löwdin, all expressed in e: -0.5940 -0.4629 0.6783 0.4577 -0.0494 -0.0296

This record from the OMol25 dataset describes a cluster of 3 separate species, C25H43N5O10P in total in a non-equilibrium geometry. The level of theory is ωB97M-V/def2-TZVPD.

```
! wB97M-V def2-TZVPD RIJCOSX def2/J DEFGRID3
* xyz 1 1
C 1.925 -5.131 1.197
C 0.810 -4.919 0.167
C -0.118 -3.766 0.586
C 0.561 -2.411 0.377
N 0.071 -1.437 1.389
C 0.042 -0.100 0.943
C 1.019 0.828 1.325
P 2.430 0.528 2.444
C 3.881 0.618 1.297
C 2.521 -1.185 3.080
C 3.973 -1.432 3.555
C 0.822 2.161 0.845
C 1.733 3.277 1.303
C 1.748 4.547 0.452
C 2.966 4.662 -0.478
O 2.614 4.694 -1.863
C 2.029 5.842 -2.254
C 1.322 5.714 -3.562
O 2.050 6.842 -1.602
N -0.162 2.527 0.070
N -1.051 1.609 -0.303
C -2.062 2.130 -1.215
C -1.729 1.696 -2.670
C -0.743 2.540 -3.378
O -0.502 1.114 -2.845
C -0.994 0.352 0.101
C -2.070 -0.578 -0.378
C -3.302 -0.388 0.470
O -3.288 0.240 1.484
O -4.374 -0.966 -0.039
C -5.569 -0.737 0.725
C -6.218 0.553 0.429
O -5.940 -1.563 1.457
H 2.865 -5.371 0.716
H 2.082 -4.238 1.800
H 1.640 -5.933 1.866
H 0.201 -5.812 0.091
H 1.204 -4.672 -0.818
H -0.362 -3.891 1.640
H -1.028 -3.795 -0.012
H 0.310 -2.053 -0.623
H 1.635 -2.534 0.467
H -0.864 -1.699 1.676
H 4.736 0.959 1.868
H 4.108 -0.378 0.929
H 3.701 1.285 0.466
H 2.293 -1.939 2.346
H 1.863 -1.279 3.935
H 4.438 -0.550 3.984
H 4.565 -1.769 2.708
H 3.972 -2.255 4.260
H 1.404 3.525 2.313
H 2.745 2.914 1.409
H 0.851 4.705 -0.135
H 1.805 5.392 1.132
H 3.626 3.809 -0.346
H 3.547 5.540 -0.218
H 1.792 4.952 -4.177
H 0.317 5.365 -3.338
H 1.292 6.670 -4.064
H -2.022 3.206 -1.162
H -3.048 1.759 -0.965
H -2.558 1.313 -3.262
H -0.002 3.054 -2.787
H -0.609 2.362 -4.432
H -2.299 -0.443 -1.430
H -1.776 -1.614 -0.253
H -5.500 1.338 0.233
H -6.856 0.450 -0.445
H -6.833 0.846 1.271
C -5.672 4.616 -1.826
N -4.589 3.610 -2.006
O -4.813 2.456 -1.687
O -3.537 4.001 -2.459
H -6.540 4.114 -1.416
H -5.295 5.378 -1.151
H -5.884 5.039 -2.803
C 2.757 -10.122 0.497
N 2.556 -8.646 0.529
O 1.694 -8.174 -0.183
O 3.274 -8.011 1.271
H 2.050 -10.547 -0.205
H 3.781 -10.301 0.188
H 2.590 -10.492 1.503
*
```

Its highest occupied orbital energy is -11.07 eV. For the HOMO-LUMO gap, the calculation gives 7.49 eV. The LUMO energy is -3.574 eV.

Atom-resolved charges from Löwdin, all expressed in e: -0.1005 -0.2420 -0.1962 -0.1954 0.0095 -0.1639 -0.1841 1.0216 -0.2423 -0.4169 -0.1528 -0.2163 -0.1458 -0.1361 -0.1519 -0.0051 -0.5590 0.0283 0.1285 0.2083 -0.0068 -0.0570 -0.3354 0.0372 -0.0593 -0.0858 0.0266 -0.5011 0.1706 0.1219 -0.4526 0.0328 0.2222 0.0680 0.0529 0.0689 0.0966 0.1104 0.1200 0.1063 0.1203 0.1031 0.1207 0.0457 0.0440 0.0291 0.0292 0.0764 0.0643 0.0647 0.0753 0.1315 0.0655 0.1051 0.1208 0.1172 0.1249 0.0901 0.0786 0.0931 0.1179 0.0923 0.1500 0.0981 0.1186 0.1406 0.1182 0.0617 0.1095 0.1060 0.0783 -0.3949 0.0427 0.0772 0.1003 0.1099 0.1097 0.0520 -0.4399 0.0678 0.0614 0.0947 0.1020 0.1020

This record from the OMol25 dataset describes a cluster of 4 separate species, C33H65N5O6S4 in total in a non-equilibrium geometry. The level of theory is ωB97M-V/def2-TZVPD.

```
! wB97M-V def2-TZVPD RIJCOSX def2/J DEFGRID3
* xyz 0 1
C -0.741 2.365 2.484
C -1.770 1.841 2.229
C -3.011 1.145 1.931
C -3.708 1.695 0.669
C -4.614 0.585 0.113
C -5.741 1.083 -0.800
C -6.009 0.330 -2.125
C -4.762 -0.290 -2.764
C -4.410 -1.749 -2.367
S -5.440 -2.443 -1.038
C -4.619 -3.977 -0.753
S -5.388 -5.366 -0.548
N -3.205 -3.860 -0.722
C -2.270 -4.555 -1.447
C -1.072 -3.999 -1.044
N -1.267 -3.036 -0.108
C -2.568 -2.950 0.085
O -5.295 2.424 -1.283
S -6.487 3.430 -1.436
O -6.105 4.741 -1.073
O -7.157 3.299 -2.685
O -7.457 2.762 -0.321
C -6.958 1.502 0.048
S -8.263 0.315 0.465
C -7.541 -0.837 1.592
O -8.813 -0.333 -0.690
O -9.229 1.062 1.220
H 0.219 2.636 2.849
H -3.673 1.237 2.790
H -2.764 0.096 1.767
H -2.942 1.960 -0.049
H -4.272 2.580 0.947
H -5.077 0.129 0.987
H -3.969 -0.144 -0.360
H -6.357 1.099 -2.806
H -6.847 -0.359 -2.051
H -4.920 -0.297 -3.836
H -3.919 0.348 -2.516
H -4.451 -2.408 -3.228
H -3.380 -1.762 -2.018
H -2.492 -5.312 -2.171
H -0.116 -4.289 -1.443
H -3.071 -2.270 0.745
H -6.517 1.700 1.033
H -8.378 -1.432 1.939
H -6.814 -1.487 1.116
H -7.066 -0.329 2.425
C -3.975 -4.817 -5.017
C -2.656 -4.429 -5.665
N -1.715 -5.528 -5.754
C -0.382 -5.102 -6.150
C -0.194 -4.502 -7.549
C -2.212 -6.728 -6.409
C -2.702 -6.608 -7.859
H -3.813 -5.224 -4.018
H -4.615 -3.937 -4.926
H -4.530 -5.551 -5.601
H -2.199 -3.646 -5.051
H -2.866 -3.970 -6.644
H 0.300 -5.948 -6.035
H -0.045 -4.362 -5.416
H -0.195 -5.266 -8.325
H 0.775 -4.001 -7.602
H -0.955 -3.760 -7.790
H -3.030 -7.127 -5.806
H -1.435 -7.494 -6.355
H -3.300 -5.710 -8.023
H -3.329 -7.467 -8.105
H -1.878 -6.607 -8.571
C 4.390 2.867 2.754
C 3.702 3.473 1.541
N 3.327 4.865 1.715
C 2.477 5.364 0.645
C 3.068 5.432 -0.769
C 4.404 5.751 2.124
C 5.639 5.858 1.218
H 3.761 2.938 3.643
H 4.596 1.811 2.570
H 5.347 3.347 2.966
H 2.793 2.892 1.358
H 4.347 3.325 0.661
H 2.110 6.357 0.921
H 1.583 4.734 0.609
H 3.745 6.275 -0.890
H 2.262 5.571 -1.494
H 3.595 4.519 -1.044
H 4.738 5.439 3.117
H 3.986 6.749 2.280
H 5.960 4.887 0.838
H 6.472 6.279 1.785
H 5.469 6.521 0.371
C 8.212 2.033 3.585
C 8.860 1.762 4.933
N 7.962 1.965 6.054
C 8.641 1.933 7.338
C 9.297 0.619 7.784
C 6.705 1.237 5.989
C 6.760 -0.295 5.897
H 7.819 3.050 3.535
H 8.951 1.918 2.790
H 7.401 1.337 3.372
H 9.701 2.451 5.047
H 9.292 0.749 4.916
H 7.937 2.254 8.110
H 9.414 2.707 7.317
H 8.564 -0.105 8.139
H 9.973 0.815 8.619
H 9.886 0.158 6.992
H 6.145 1.609 5.127
H 6.099 1.523 6.852
H 7.530 -0.642 5.208
H 5.802 -0.673 5.534
H 6.932 -0.757 6.868
*
```

Its highest occupied orbital energy is -8.18 eV. For the HOMO-LUMO gap, the calculation gives 6.97 eV. The LUMO energy is -1.213 eV.

Results of the Löwdin charge analysis, in e, for atoms 1 through 99: 0.1170 -0.1469 -0.1985 -0.1547 -0.1301 -0.3501 -0.1299 -0.1870 -0.3974 0.9435 -1.1024 0.7548 -0.1814 -0.0573 -0.1390 0.0681 -0.1835 -0.1708 0.6145 -0.1921 -0.2112 -0.1295 -0.3244 0.6606 -0.1302 -0.2808 -0.2818 0.0256 0.1232 0.1094 0.1254 0.1240 0.1021 0.0892 0.1121 0.0941 0.1173 0.1165 0.0607 0.0710 0.1049 0.0981 0.1109 0.1428 0.0858 0.0176 0.0784 -0.0837 -0.2729 -0.1988 -0.2495 -0.0850 -0.2459 -0.0811 0.0571 0.0644 0.0711 0.1143 0.1025 0.1119 0.1075 0.0556 0.0711 0.0657 0.0992 0.1149 0.0677 0.0720 0.0550 -0.0938 -0.2749 -0.1982 -0.2475 -0.0865 -0.2464 -0.0824 0.0802 0.0743 0.0495 0.1120 0.1007 0.1118 0.1042 0.0543 0.0703 0.0647 0.0998 0.1144 0.0667 0.0707 0.0534 -0.0913 -0.2743 -0.1980 -0.2504 -0.0876 -0.2437 -0.0805 0.0719

This record from the OMol25 dataset describes a structure of composition H29O15 in a non-equilibrium geometry. The level of theory is ωB97M-V/def2-TZVPD.

```
! wB97M-V def2-TZVPD RIJCOSX def2/J DEFGRID3
* xyz -1 1
O -2.570 1.946 1.198
H 1.973 -0.071 3.409
H -0.938 2.347 -2.125
O -2.792 -2.183 1.805
H -2.666 -2.694 1.006
H 2.673 -1.467 -1.976
O -1.323 3.013 -1.551
H 1.734 -2.483 -2.360
H 3.564 1.749 -0.879
O -0.222 4.970 1.567
H -1.191 0.426 -5.018
H -1.056 5.015 2.040
O 0.709 -1.667 2.730
H 1.537 -2.099 2.491
H -2.353 -0.999 3.943
O -2.032 0.285 -1.611
H -2.792 -1.248 1.596
H -1.026 -0.232 -1.186
O 2.025 1.009 -1.467
H 0.641 -0.884 2.172
H -2.740 1.199 1.773
O 2.262 0.150 4.287
H 1.306 0.888 -0.807
H -2.285 1.663 0.330
O 0.082 -0.415 -0.705
H -0.974 -0.513 4.233
H -2.231 3.027 -1.873
O -1.825 0.996 -4.574
H -0.411 4.343 0.857
O 2.586 -2.646 0.905
H 1.701 -2.931 0.637
H -1.618 0.892 -3.640
O -1.051 -2.974 -3.027
H -1.480 -2.106 -3.051
H -1.783 -3.562 -3.237
O -1.844 -0.180 3.975
H 1.582 0.833 -2.298
H 2.971 -0.394 4.622
O 4.515 1.846 -0.671
H -2.828 -0.204 -1.396
H 2.899 -2.418 0.011
O 2.602 -2.432 -1.929
H 4.752 0.959 -0.385
H -0.081 -0.755 0.180
*
```

Its highest occupied orbital energy is -6.43 eV. The calculation puts the energy relative to the best compared isomer or geometry (same formula, charge and spin) at 0.699 eV. For the HOMO-LUMO gap, the calculation gives 8.74 eV. The LUMO energy is 2.312 eV.

Atom-resolved charges from Löwdin, all expressed in e: -0.0572 -0.0057 0.0026 -0.0471 0.0348 0.0324 -0.0572 0.0445 -0.0151 -0.0668 0.0231 0.0241 -0.0607 0.0103 0.0224 -0.2696 0.0150 -0.0416 -0.0900 0.0288 -0.0019 -0.0506 0.0286 -0.0164 -0.2592 0.0265 0.0395 -0.0699 0.0204 -0.0771 0.0427 -0.0271 -0.0619 0.0212 0.0284 -0.0576 0.0376 0.0280 -0.0937 -0.0186 0.0143 -0.0607 0.0135 -0.0332

This record from the OMol25 dataset describes a structure of composition C37H46BrF4GaGeIN3OPS3Si3. The level of theory is ωB97M-V/def2-TZVPD.

```
! wB97M-V def2-TZVPD RIJCOSX def2/J DEFGRID3
* xyz 2 2
Ga 0.178 0.487 -0.360
F 4.760 5.812 -3.151
C 4.272 4.706 -2.638
C 5.028 3.544 -2.639
F 6.240 3.536 -3.155
C 4.491 2.391 -2.089
F 5.245 1.294 -2.099
C 3.213 2.353 -1.538
P 2.607 0.770 -0.888
C 2.839 -0.471 -2.192
C 3.959 -1.290 -2.292
C 4.037 -2.231 -3.311
C 3.008 -2.352 -4.234
C 1.887 -1.533 -4.140
C 1.806 -0.604 -3.117
C 3.698 0.374 0.490
C 3.802 -0.936 0.960
C 4.562 -1.210 2.084
C 5.215 -0.182 2.752
C 5.110 1.122 2.291
C 4.350 1.403 1.167
C 2.481 3.542 -1.529
Br 0.799 3.676 -0.697
C 3.001 4.700 -2.075
F 2.310 5.828 -2.060
H 4.774 -1.194 -1.587
H 4.913 -2.861 -3.390
H 3.082 -3.077 -5.034
H 1.085 -1.616 -4.862
H 0.926 0.022 -3.041
H 3.323 -1.751 0.432
H 4.655 -2.231 2.430
H 5.815 -0.401 3.624
H 5.626 1.923 2.802
H 4.267 2.427 0.825
C -4.815 2.631 0.266
Si -3.081 2.194 0.834
C -2.119 3.744 1.270
C -3.168 1.002 2.287
Ge -2.115 1.059 -1.057
Si -2.895 -1.208 -1.221
C -4.744 -1.255 -1.530
C -1.981 -2.042 -2.646
C -2.549 -2.089 0.413
Si -2.270 2.230 -3.189
C -1.947 4.075 -3.067
C -4.077 1.942 -3.609
C -1.171 1.439 -4.488
H -5.388 3.063 1.090
H -5.358 1.753 -0.089
H -4.801 3.367 -0.540
H -2.643 4.302 2.050
H -2.020 4.410 0.410
H -1.120 3.510 1.645
H -3.387 1.544 3.210
H -2.236 0.452 2.428
H -3.970 0.277 2.136
H -5.016 -0.760 -2.461
H -5.294 -0.772 -0.720
H -5.095 -2.288 -1.594
H -2.428 -1.751 -3.599
H -2.048 -3.130 -2.575
H -0.925 -1.759 -2.681
H -3.384 -1.940 1.100
H -1.649 -1.728 0.916
H -2.453 -3.166 0.244
H -2.214 4.492 -2.095
H -2.567 4.576 -3.814
H -0.908 4.333 -3.273
H -4.738 2.334 -2.834
H -4.297 0.881 -3.734
H -4.338 2.442 -4.544
H -0.120 1.497 -4.211
H -1.275 1.963 -5.440
H -1.436 0.392 -4.651
N 0.961 -3.500 -1.048
C 0.806 -2.646 -0.058
O 0.741 -1.418 -0.295
C 0.711 -3.137 1.357
I 2.187 -4.580 1.877
H 1.039 -3.152 -1.996
H 1.128 -4.478 -0.867
H -0.253 -3.621 1.503
H 0.799 -2.288 2.028
S -0.657 0.119 7.292
C -0.279 0.074 5.710
S 0.397 1.442 4.865
C 0.296 0.590 3.372
N -0.185 -0.647 3.507
N -0.486 -0.936 4.769
C -0.991 -2.256 5.023
C -0.781 -2.904 6.236
C -1.302 -4.176 6.417
C -2.019 -4.797 5.407
C -2.206 -4.145 4.194
C -1.692 -2.879 3.994
S 0.841 1.260 1.933
H -0.192 -2.458 7.017
H -1.132 -4.684 7.356
H -2.428 -5.785 5.561
H -2.768 -4.623 3.403
H -1.859 -2.361 3.065
*
```

Its highest occupied orbital energy (alpha / beta) is -13.30 / -13.30 eV. For the HOMO-LUMO gap (alpha / beta), the calculation gives 8.22 / 5.13 eV. The LUMO energy (alpha / beta) is -5.082 / -8.168 eV.

Results of the Löwdin charge analysis, in e, for atoms 1 through 99: 0.1454 0.1837 -0.1178 -0.1231 0.1714 -0.2020 0.1240 -0.2941 1.0536 -0.3503 -0.0710 -0.0439 -0.0531 -0.0656 -0.1245 -0.3775 -0.1011 -0.0610 -0.0461 -0.0459 -0.0823 -0.5420 0.9183 -0.2521 0.1115 0.1123 0.1191 0.1180 0.1175 0.0611 0.0817 0.0896 0.1173 0.1186 0.1148 -0.2091 0.3328 -0.2262 -0.1994 0.5762 0.3381 -0.1994 -0.2053 -0.2191 0.3512 -0.2174 -0.2102 -0.2047 0.0442 0.0241 0.0300 0.0463 0.0130 -0.0163 0.0445 -0.0144 0.0337 0.0175 0.0283 0.0440 0.0340 0.0394 -0.0085 0.0354 -0.0133 0.0458 0.0145 0.0436 0.0135 0.0254 0.0135 0.0463 0.0091 0.0474 0.0239 0.2476 -0.5726 -0.1416 -0.5681 0.9275 0.1202 0.0976 0.0439 0.0314 0.8507 -1.0237 1.0639 -1.0396 0.0351 -0.0889 -0.1794 -0.0278 -0.0386 -0.0405 -0.0490 -0.0214 0.6834 0.0767 0.1221

This record from the OMol25 dataset describes the ion C4H12N2O with charge -1 in a non-equilibrium geometry. The level of theory is ωB97M-V/def2-TZVPD.

```
! wB97M-V def2-TZVPD RIJCOSX def2/J DEFGRID3
* xyz -1 2
N -1.067 -2.350 0.442
C -1.861 -1.119 0.937
C -0.839 -0.031 1.233
N 0.014 0.125 0.118
C 1.179 0.870 0.323
C 1.814 0.878 -1.157
O 0.972 1.827 -1.820
H -1.226 -2.211 -0.514
H -1.411 -3.347 0.757
H -2.560 -0.694 0.127
H -2.545 -1.497 1.813
H -0.307 -0.291 2.246
H -1.394 0.893 1.517
H -0.565 -0.350 -0.646
H 2.037 0.681 1.166
H 0.946 2.057 0.407
H 1.751 -0.168 -1.417
H 2.888 1.028 -1.291
H 0.222 1.277 -1.537
*
```

Its highest occupied orbital energy (alpha / beta) is 1.02 / -4.67 eV. The calculation puts the energy relative to the best compared isomer or geometry (same formula, charge and spin) at 3.908 eV. For the HOMO-LUMO gap (alpha / beta), the calculation gives 2.88 / 8.52 eV. The LUMO energy (alpha / beta) is 3.894 / 3.854 eV.

Atom-resolved charges from Löwdin, all expressed in e: -0.1060 -0.4779 -0.3538 -0.1527 -0.2629 -0.3011 -0.1587 -0.1015 0.0336 0.0315 0.0797 0.1247 0.0890 0.0799 0.1376 0.1339 0.0799 0.0942 0.0307